1.
Entry from the OMol25 dataset: a 2-piece molecular cluster, C8H13N6 overall in a non-equilibrium geometry (the ωB97M-V functional and the def2-TZVPD basis).

* net charge: +1
* HOMO-LUMO gap: 0.3160 Eh
* HOMO energy: -12.7 eV

```
27
Properties=species:S:1:pos:R:3:nbo_charge:R:1
C 2.461 -0.412 -2.231 -0.219
C 2.281 0.212 -0.959 -0.121
C 2.160 0.390 0.697 -0.264
N 0.726 0.124 1.107 -0.582
C 0.300 -1.146 1.402 0.611
N 1.276 -2.331 1.319 -0.437
C 0.341 -3.444 1.731 0.245
N -1.069 -2.919 2.026 -0.392
N -1.109 -1.530 1.805 -0.237
C -2.371 -0.707 1.965 -0.074
N -2.495 0.310 0.815 -0.845
H 2.518 -1.046 -3.234 0.309
H 2.924 -0.275 1.289 0.283
H 2.452 1.514 0.939 0.267
H 0.049 0.918 1.183 0.459
H 0.780 -4.528 1.786 0.292
H -1.851 -3.553 2.335 0.468
H -2.507 -0.216 3.024 0.241
H -3.284 -1.460 1.821 0.215
H -3.197 1.056 1.055 0.401
H -2.883 -0.255 0.029 0.382
C 0.834 2.989 -3.082 -0.713
C -0.362 3.641 -3.757 0.272
N -1.355 4.181 -4.316 -0.321
H 1.632 2.828 -3.812 0.260
H 1.207 3.634 -2.282 0.250
H 0.542 2.025 -2.655 0.251
```


2.
Entry from the OMol25 dataset: C6H14B2F2O6Tl as an isolated structure in a non-equilibrium geometry (the ωB97M-V functional and the def2-TZVPD basis).

* net charge: +1
* HOMO-LUMO gap: 0.2999 Eh
* HOMO energy: -13.3 eV

```
31
Properties=species:S:1:pos:R:3:mulliken_charge:R:1
Tl -1.571 0.451 -0.400 0.517
B 0.302 0.446 -1.679 0.266
H -0.224 -0.493 -1.604 -0.042
H 0.618 0.724 -0.685 -0.415
H 1.114 0.461 -2.389 -0.135
H -0.444 1.167 -1.976 0.117
B -3.311 1.198 -1.801 0.283
H -3.862 1.443 -2.696 -0.049
H -2.810 0.252 -1.942 -0.095
H -2.583 1.977 -1.637 -0.061
H -3.814 1.077 -0.854 -0.096
C 2.455 2.925 1.091 -0.354
C 1.728 2.839 2.400 0.137
O 0.658 1.992 2.175 -0.211
C 0.258 2.217 0.923 0.472
O -0.794 1.918 0.445 -0.247
O 1.295 2.877 0.265 -0.195
F 1.289 4.071 2.636 -0.257
H 3.038 2.025 0.896 0.303
H 3.028 3.846 0.991 0.312
H 2.324 2.535 3.261 0.366
C 1.067 -3.889 0.241 -0.476
C -0.327 -4.422 0.466 0.204
O -1.109 -3.310 0.053 -0.243
C -0.358 -2.223 -0.027 0.659
O -0.846 -1.144 -0.401 -0.371
O 0.948 -2.549 0.345 -0.238
F -0.589 -4.472 1.747 -0.252
H 1.264 -4.169 -0.794 0.367
H 1.709 -4.383 0.970 0.354
H -0.456 -5.389 -0.020 0.385
```